Entry one
# C18H50N4O6

A 5-piece molecular cluster, C18H50N4O6 overall (ωB97M-V with the def2-TZVPD basis set, the Open Molecules 2025 dataset).

```
78
C18H50N4O6 ωB97M-V with the def2-TZVPD basis set
C 1.41149 -9.84284 1.01271
O 2.07888 -8.80416 1.71737
C 2.12863 -8.89389 3.16624
C 2.26877 -7.59699 4.01412
C 3.60477 -6.83614 3.81668
N 2.00392 -7.85160 5.49389
H 1.88795 -10.82261 1.04645
H 1.45384 -9.48431 -0.01577
H 0.35978 -9.99061 1.25798
H 1.23952 -9.44220 3.47760
H 2.94154 -9.52899 3.51827
H 1.40361 -6.93546 3.96990
H 3.49572 -6.31112 2.86770
H 4.49005 -7.43788 3.61104
H 3.91230 -6.08649 4.54575
H 1.84269 -7.03792 6.07012
H 2.86206 -8.17324 5.91844
C -3.63413 -5.56175 0.56922
O -2.48388 -5.04070 0.02818
C -2.15522 -5.49427 -1.36056
C -1.42311 -4.37730 -2.12712
C -2.38596 -3.25894 -2.55363
N -0.82282 -4.97838 -3.35605
H -3.46545 -6.52939 1.04179
H -4.48893 -5.44972 -0.09777
H -3.84380 -4.95766 1.45195
H -1.42195 -6.30016 -1.33011
H -2.99195 -5.87661 -1.94519
H -0.52659 -4.03513 -1.61012
H -3.27693 -3.18165 -1.93048
H -2.95742 -3.45825 -3.46017
H -1.86382 -2.32217 -2.74836
H -0.24312 -4.41213 -3.95888
H -0.34607 -5.79202 -2.99436
C 3.19750 5.08428 -2.24065
O 2.19033 5.50710 -3.20449
C 2.69776 5.46552 -4.58851
C 2.77031 3.95107 -5.25852
C 3.07079 3.99266 -6.82209
N 1.49504 3.20088 -5.04903
H 2.75669 4.90608 -1.25982
H 4.01604 5.80089 -2.17297
H 3.60475 4.09967 -2.47037
H 2.04880 6.09822 -5.19401
H 3.64787 5.99970 -4.58351
H 3.64515 3.38819 -4.93305
H 4.10353 4.31954 -6.94335
H 2.37065 4.53261 -7.45956
H 3.37141 3.01632 -7.20222
H 0.85315 3.85411 -4.62318
H 1.84964 2.58095 -4.33485
C -1.76316 10.14171 -0.20501
O -3.01009 9.65582 0.09354
C -3.30462 9.54814 1.56638
C -2.53785 8.56209 2.38878
C -2.96974 7.05720 2.13726
N -2.82974 8.61780 3.74088
H -1.50359 11.05248 0.33464
H -1.53685 10.36806 -1.24696
H -0.96791 9.42366 -0.00486
H -3.19024 10.53854 2.00698
H -4.35891 9.35070 1.76023
H -1.46893 8.63676 2.18890
H -3.92263 6.68430 2.51285
H -2.12378 6.43974 2.43927
H -2.91081 6.79912 1.07989
H -3.70088 8.16425 3.97650
H -2.09228 8.25024 4.32496
O -1.25886 0.80294 2.94913
C -0.15453 0.66569 2.07645
C -0.31726 -0.70719 1.40045
O -0.26585 -1.74495 2.43615
H -1.41993 -0.03990 3.37956
H -0.10936 1.44966 1.32051
H 0.77892 0.59448 2.63475
H 0.46933 -0.91819 0.67597
H -1.32066 -0.68937 0.97505
H -0.95356 -2.39887 2.29109
```

Output
Gap between HOMO and LUMO = 9.2 eV

---

Entry two
# C18H50N4O6

A 5-piece molecular cluster, C18H50N4O6 overall (ωB97M-V with the def2-TZVPD basis set, the Open Molecules 2025 dataset).

```
78
C18H50N4O6 ωB97M-V with the def2-TZVPD basis set
C -0.26823 1.18279 -1.18710
O -0.18303 0.62602 0.05251
C 0.88953 -0.22491 0.31811
C 2.29300 0.38558 0.34547
C 3.24710 -0.69494 0.90666
N 2.29501 1.51825 1.20096
H -0.43076 0.35973 -1.88300
H 0.64680 1.70176 -1.47255
H -1.02552 1.94424 -1.37366
H 0.77930 -0.76007 1.26128
H 0.82768 -1.06840 -0.36950
H 2.63690 0.74912 -0.62287
H 2.75447 -1.14832 1.76681
H 4.25248 -0.30043 1.05392
H 3.35062 -1.47212 0.14943
H 1.86370 2.28331 0.70220
H 1.63481 1.46984 1.96378
C -3.80550 0.56452 -0.55439
O -4.60094 -0.21519 -1.37881
C -4.26550 -0.12399 -2.70634
C -4.37827 -1.54011 -3.37904
C -3.18520 -2.52701 -2.89022
N -4.41004 -1.41467 -4.73323
H -3.90365 1.60672 -0.85818
H -2.75079 0.29611 -0.61474
H -4.12363 0.32928 0.46127
H -5.06428 0.52420 -3.06677
H -3.37809 0.42344 -3.02405
H -5.28191 -2.03797 -3.02737
H -3.42257 -2.84598 -1.87532
H -2.15872 -2.20512 -3.06575
H -3.17247 -3.40210 -3.53996
H -5.19105 -0.99676 -5.21848
H -3.73372 -0.73523 -5.05113
C 0.01722 -4.51028 -3.20605
O 1.29079 -4.06128 -3.10422
C 1.63862 -3.08218 -4.03978
C 3.20098 -3.13697 -4.19474
C 3.97993 -2.90412 -2.91751
N 3.53906 -2.01965 -5.05702
H 0.03166 -5.38668 -2.55811
H -0.27403 -4.94358 -4.16289
H -0.73305 -3.81391 -2.83153
H 1.27887 -3.51956 -4.97111
H 1.32934 -2.07394 -3.76424
H 3.49089 -4.08486 -4.64814
H 3.64360 -3.51380 -2.07891
H 3.48566 -2.06721 -2.42417
H 5.06143 -2.79699 -3.00106
H 3.14222 -2.14941 -5.97670
H 3.10617 -1.20743 -4.64107
C 3.11779 -0.32113 4.92196
O 2.24591 0.84602 4.89673
C 1.09116 0.70750 5.63173
C 0.14098 1.91990 5.40604
C -1.33861 1.63171 5.70894
N 0.22893 2.29819 3.95298
H 3.76399 -0.38484 5.79744
H 3.88804 -0.16131 4.16745
H 2.52287 -1.22921 4.82411
H 0.58280 -0.13294 5.15915
H 1.44098 0.50758 6.64453
H 0.60721 2.77229 5.90015
H -1.97307 2.42662 5.31693
H -1.51665 1.49828 6.77600
H -1.59531 0.75808 5.10979
H 1.20112 2.25704 3.68233
H -0.06492 1.48304 3.43404
O -0.76895 4.74980 3.36473
C -0.48711 5.20167 2.05526
C -1.63661 4.67816 1.11319
O -1.53299 3.29216 0.89909
H -0.36830 3.88545 3.48293
H -0.43975 6.28717 1.96827
H 0.48704 4.88080 1.68627
H -1.43471 5.16968 0.16147
H -2.64842 4.96178 1.40283
H -1.48029 3.03672 1.82298
```

Output
Gap between HOMO and LUMO = 9.5 eV

---

Least stable of them? entry one.